Computed, not measured: a structure of composition C19H27BF4N5Ni, with the ωB97M-V functional and the def2-TZVPD basis.

Geometry as XYZ:
```
57
Properties=species:S:1:pos:R:3:lowdin_spin:R:1
Ni 0.19028 0.54087 0.04159 1.44
C 2.94059 -1.32388 0.81529 0.00
C 2.32785 -2.33498 -0.15175 0.00
N 0.88930 -2.49005 -0.13845 0.00
C 0.27752 -2.85351 1.11887 0.00
C -0.21757 -1.79587 2.10918 0.00
C -0.88495 -2.23749 3.24626 0.00
C -1.31834 -1.31680 4.18343 0.00
C -1.05103 0.02456 3.97904 0.00
C -0.38534 0.39825 2.82301 0.00
C -0.07794 1.86214 2.56947 0.00
N 0.72920 2.11484 1.37226 0.01
C 2.16090 2.28022 1.57074 0.00
C 2.86042 0.93132 1.67838 0.00
N 2.50487 0.04218 0.58049 0.03
N -0.00538 -0.49444 1.90076 0.02
H 4.03671 -1.42542 0.77825 0.00
H 2.63842 -1.58657 1.83585 0.00
H 2.79119 -3.30395 0.07077 0.00
H 2.60861 -2.06860 -1.17418 0.00
H 0.42876 -1.70472 -0.61253 0.00
H 0.97787 -3.48647 1.67609 0.00
H -0.59077 -3.48698 0.90596 0.00
H -1.06817 -3.29686 3.37833 0.00
H -1.85162 -1.64260 5.06820 0.00
H -1.36137 0.77838 4.69272 0.00
H 0.40107 2.27538 3.46599 0.00
H -1.03137 2.37819 2.44839 0.00
H 0.34260 2.92112 0.88656 0.00
H 2.37661 2.87444 2.46632 0.00
H 2.56071 2.81926 0.70989 0.00
H 2.54165 0.44581 2.60633 0.00
H 3.94327 1.09041 1.75961 0.00
H 2.83386 0.39037 -0.31378 0.00
F -1.62413 1.88536 -0.10497 0.02
B -2.14675 3.20574 0.14213 0.00
F -3.03491 3.57085 -0.84647 0.00
F -2.76922 3.19190 1.41770 0.00
F -1.02597 4.08772 0.19307 0.00
C 0.52254 1.70472 -3.80336 0.00
C -0.55159 0.65536 -3.81708 0.02
C -1.38347 0.48257 -4.90820 0.00
C -2.42451 -0.44347 -4.90113 0.01
C -2.63765 -1.17342 -3.73819 0.00
C -1.82982 -1.03400 -2.61911 0.02
C -2.12678 -1.81124 -1.36531 0.00
C -0.70729 -0.14492 -2.63993 0.05
N 0.19118 -0.06229 -1.64184 0.35
H 0.61712 2.18282 -4.78219 0.00
H 1.48572 1.27219 -3.51369 0.00
H 0.29154 2.47393 -3.05815 0.00
H -1.21840 1.09470 -5.79230 0.00
H -3.06714 -0.56796 -5.76520 0.00
H -3.47273 -1.86985 -3.69406 0.00
H -3.15892 -2.17182 -1.37118 0.00
H -1.98609 -1.17274 -0.48680 0.00
H -1.46112 -2.67468 -1.25107 0.00
```

Values from the calculation:
Charge ... -1
Strongest force on any atom ... 0.014 Eh/bohr
Multiplicity ... 3
Highest occupied orbital energy (spin up / spin down) ... -2.713 / -2.610 eV
Gap between HOMO and LUMO (spin up / spin down) ... 5.2 / 5.1 eV
LUMO level (spin up / spin down) ... 2.48 / 2.48 eV
Energy relative to the best compared isomer or geometry (same formula, charge and spin) ... 0.000 eV